Record 1
Formula: C20H21Br2Cl3N3O6TeTi
Source: the Open Molecules 2025 dataset
Level of theory: ωB97M-V with the def2-TZVPD basis set

Geometry as ORCA input:
```
! RIJCOSX wB97M-V def2-TZVPD def2/J DEFGRID3
* xyz -1 1
Ti -0.0863 0.2462 -0.3408
O -2.2349 0.1483 -1.0926
C -3.1528 -0.5468 -0.2378
C -2.3833 -1.6992 0.3589
N -1.2008 -1.1784 1.0586
C -1.5593 -0.4168 2.2752
C -1.5549 1.0885 2.0470
O -2.0482 1.8385 2.8560
O -0.9528 1.4429 0.9432
C -0.2095 -2.2131 1.3856
C 1.0964 -1.4795 1.6931
O 1.8847 -1.8716 2.5202
O 1.2250 -0.3975 0.9693
H -2.4837 1.0752 -1.1940
H -3.9926 -0.9147 -0.8290
H -3.5311 0.1262 0.5355
H -2.0387 -2.3613 -0.4339
H -3.0286 -2.2593 1.0457
H -0.8152 -0.5968 3.0523
H -2.5308 -0.7277 2.6659
H -0.0559 -2.8471 0.5116
H -0.5136 -2.8273 2.2355
C 2.6608 2.3208 -0.2696
C 2.8041 1.2346 -1.2670
C 3.9472 1.1687 -2.1118
C 4.0840 0.1643 -3.0165
C 3.0813 -0.8344 -3.1227
C 3.0898 -1.9644 -3.9733
Br 4.5490 -2.2606 -5.1449
C 2.0661 -2.8702 -3.9604
C 0.9692 -2.6892 -3.0999
Br -0.4251 -3.9631 -3.0777
C 0.8957 -1.5988 -2.2678
O -0.1093 -1.3480 -1.4386
C 1.9753 -0.6857 -2.2809
N 1.8554 0.3316 -1.3879
H 3.6176 2.5149 0.2169
H 1.9056 2.0793 0.4801
H 2.3995 3.2410 -0.7935
H 4.6573 1.9784 -2.0484
H 4.9427 0.1298 -3.6724
H 2.0917 -3.7339 -4.6092
C 1.2450 3.4092 3.2567
Te 1.3068 1.4630 4.1200
C 3.2530 1.0395 3.3723
H 1.9763 4.0507 3.7410
H 0.2409 3.7941 3.4208
H 1.4296 3.3534 2.1865
H 3.9605 1.7811 3.7348
H 3.2189 1.0224 2.2852
H 3.5233 0.0485 3.7266
Cl 0.7105 2.6102 -5.0958
C -0.4678 2.7932 -3.8709
Cl -1.9254 3.6483 -4.2528
Cl 3.3123 4.2696 -2.9276
C -0.3165 2.2765 -2.6665
N -0.1953 1.7925 -1.5820
*
```

Output
ΔE to the lowest compared entry with this formula, charge and spin   9.23 kcal/mol
E_LUMO   1.4 eV



Record 2
Formula: C20H21Br2Cl3N3O6TeTi
Source: the Open Molecules 2025 dataset
Level of theory: ωB97M-V with the def2-TZVPD basis set

Geometry as ORCA input:
```
! RIJCOSX wB97M-V def2-TZVPD def2/J DEFGRID3
* xyz -1 3
Ti 0.4864 0.1126 0.5533
O 0.4799 1.1485 3.8695
C -0.0507 -0.1675 3.9976
C -1.3868 -0.3297 3.3093
N -1.3892 0.1030 1.8885
C -2.3115 -0.7667 1.1129
C -2.0962 -0.6541 -0.3993
O -2.9259 -1.0535 -1.1785
O -0.9619 -0.0645 -0.7453
C -1.7862 1.5380 1.7620
C -1.0004 2.3054 0.6837
O -1.5391 3.0916 -0.0553
O 0.2919 2.0464 0.7091
H 1.2210 1.1017 3.2511
H -0.2001 -0.3817 5.0588
H 0.6540 -0.9043 3.6061
H -2.1698 0.2222 3.8413
H -1.6275 -1.3932 3.3399
H -3.3599 -0.5221 1.3030
H -2.1473 -1.8073 1.3969
H -1.5407 2.0457 2.6939
H -2.8529 1.6375 1.5507
C 0.8981 1.2421 -2.7107
C 2.0131 0.4126 -2.1599
C 3.0642 -0.0762 -2.9944
C 4.0762 -0.8103 -2.4760
C 4.1277 -1.0595 -1.0781
C 5.1764 -1.7159 -0.3818
Br 6.6397 -2.4464 -1.3484
C 5.1629 -1.8173 0.9715
C 4.0960 -1.2693 1.7258
Br 4.1329 -1.3840 3.5996
C 3.0358 -0.6531 1.1164
O 2.0142 -0.1063 1.7453
C 3.0653 -0.5673 -0.3235
N 2.0086 0.1154 -0.8858
H 1.1755 1.6558 -3.6796
H 0.6565 2.0480 -2.0167
H -0.0140 0.6529 -2.8229
H 3.0221 0.1380 -4.0542
H 4.8585 -1.1984 -3.1150
H 5.9728 -2.3126 1.4880
C -4.8977 1.6358 -3.7160
Te -3.4566 2.2659 -2.2809
C -3.9235 4.3138 -2.5644
H -4.6070 1.9452 -4.7180
H -5.8748 2.0465 -3.4673
H -4.9407 0.5481 -3.6691
H -4.9563 4.5037 -2.2783
H -3.7673 4.5869 -3.6064
H -3.2567 4.8973 -1.9315
Cl -1.1147 -4.2320 2.9815
C 0.2404 -4.5951 0.8006
Cl 1.6312 -5.4553 1.2869
Cl -0.9039 -5.3788 -0.1859
C 0.3797 -3.1915 0.6496
N 0.4781 -2.0468 0.5511
*
```

Output
ΔE to the lowest compared entry with this formula, charge and spin   18.07 kcal/mol
<S²>   2.0075
E_LUMO (alpha / beta)   1.6 / 1.5 eV



Record 3
Formula: C20H21BrN2O5S
Source: the Open Molecules 2025 dataset
Level of theory: ωB97M-V with the def2-TZVPD basis set

Geometry as ORCA input:
```
! RIJCOSX wB97M-V def2-TZVPD def2/J DEFGRID3
* xyz 0 1
C -5.4481 -1.5904 0.9918
C -3.9991 -1.2684 1.2670
O -3.6262 -0.8556 2.3419
N -3.1199 -1.5078 0.2393
C -1.7374 -1.4329 0.3587
C -0.9817 -0.9260 1.4062
C 0.3995 -0.9794 1.2986
C 0.9945 -1.5073 0.1709
C 0.2483 -2.0364 -0.8731
C -1.1217 -1.9985 -0.7672
C -2.1731 -2.5395 -1.6875
H -2.0158 -2.2435 -2.7237
H -2.1762 -3.6311 -1.6469
C -3.4749 -1.9425 -1.1168
C -3.9323 -0.7539 -1.9621
H -4.7487 -0.2144 -1.4920
H -4.2614 -1.1007 -2.9382
H -3.1087 -0.0588 -2.0950
H -4.2703 -2.6899 -1.0684
H 0.7546 -2.4756 -1.7169
S 2.7639 -1.5774 0.0565
O 3.3311 -1.3054 1.3633
O 3.1652 -2.7822 -0.5981
N 3.1698 -0.3570 -1.0190
H 3.9945 -0.6324 -1.5306
C 3.1373 1.0501 -0.6355
C 1.6842 1.4291 -0.4508
C 1.1740 2.0213 0.6954
C -0.1794 2.2945 0.8081
C -1.0247 1.9788 -0.2381
C -0.5325 1.4200 -1.4058
C 0.8162 1.1490 -1.5029
H 1.2100 0.7039 -2.4033
H -1.1933 1.2072 -2.2320
Br -2.8871 2.3037 -0.0735
H -0.5718 2.7430 1.7076
H 1.8187 2.2760 1.5206
C 4.0353 1.3933 0.5674
C 5.4525 0.9001 0.2845
O 6.2413 1.5501 -0.3459
O 5.7477 -0.3074 0.7502
H 4.9752 -0.7612 1.1626
H 4.0686 2.4782 0.6754
H 3.6524 0.9304 1.4761
H 3.5230 1.6056 -1.5018
H 1.0285 -0.6192 2.0963
H -1.4596 -0.5204 2.2814
H -5.8420 -0.9967 0.1728
H -6.0141 -1.3685 1.8923
H -5.5646 -2.6454 0.7525
*
```

Output
ΔE to the lowest compared entry with this formula, charge and spin   0.00 kcal/mol
E_LUMO   0.2 eV
SMILES   CC(=O)N1c2ccc(S(=O)(=O)N[C@H](CC(=O)O)c3ccc(Br)cc3)cc2C[C@@H]1C



Record 4
Formula: C20H21Cl2N3O5S
Source: the Open Molecules 2025 dataset
Level of theory: ωB97M-V with the def2-TZVPD basis set

Geometry as ORCA input:
```
! RIJCOSX wB97M-V def2-TZVPD def2/J DEFGRID3
* xyz 0 1
C -1.3091 4.5012 1.6278
C -0.5130 3.2786 1.8993
N 0.6992 3.3353 2.4096
N 1.1288 2.0786 2.5438
C 0.2037 1.1935 2.1251
C -0.9009 1.9251 1.6790
C -2.0781 1.4728 1.0047
C -2.5040 0.2022 0.8962
C -3.5461 -0.1387 -0.0689
O -4.0731 0.6260 -0.8417
O -3.7875 -1.4759 -0.0697
C -4.4186 -1.9964 -1.2266
C -3.3869 -2.2047 -2.3451
O -3.6751 -2.2354 -3.5190
N -2.1329 -2.3441 -1.8654
H -1.9865 -2.3579 -0.8611
C -0.9497 -2.3291 -2.6914
C 0.0944 -3.2477 -2.0896
H 0.9736 -3.3616 -2.7143
H -0.2984 -4.2103 -1.7816
S 0.5365 -2.2846 -0.6017
O 1.9189 -2.4260 -0.2397
O -0.4414 -2.5938 0.4104
C 0.2064 -0.6267 -1.3081
C -0.3184 -0.9187 -2.7031
H 0.4926 -0.9037 -3.4324
H -1.0677 -0.1871 -3.0073
H -0.5309 -0.1395 -0.6756
H 1.1401 -0.0739 -1.2907
H -1.2556 -2.6181 -3.7029
H -4.8668 -2.9514 -0.9463
H -5.1925 -1.3136 -1.5916
H -2.0494 -0.6247 1.4169
H -2.6393 2.2345 0.4759
Cl 0.5302 -0.4878 2.1227
C 2.4840 1.7790 2.9280
C 3.1911 1.0765 1.7937
C 3.1032 1.6034 0.5101
C 3.6725 0.9547 -0.5700
C 4.3444 -0.2413 -0.3807
C 4.4551 -0.7768 0.8882
C 3.8818 -0.1190 1.9649
Cl 4.0348 -0.8274 3.5338
H 4.9698 -1.7107 1.0454
H 4.7816 -0.7618 -1.2181
H 3.5919 1.3841 -1.5578
H 2.5718 2.5334 0.3667
H 2.9595 2.7360 3.1562
H 2.4856 1.1502 3.8219
H -1.5785 4.5544 0.5742
H -0.7236 5.3760 1.8937
H -2.2274 4.4927 2.2122
*
```

Output
ΔE to the lowest compared entry with this formula, charge and spin   18.66 kcal/mol
E_LUMO   -0.1 eV
SMILES   Cc1nn(Cc2ccccc2Cl)c(Cl)c1/C=C/C(=O)OCC(=O)N[C@H]1CCS(=O)(=O)C1



Record 5
Formula: C20H21Cl45F3NO3S
Source: the Open Molecules 2025 dataset
Level of theory: ωB97M-V with the def2-TZVPD basis set

Geometry as ORCA input:
```
! RIJCOSX wB97M-V def2-TZVPD def2/J DEFGRID3
* xyz 0 1
O 3.2372 -1.5933 2.7155
C 2.9430 -0.8954 1.8761
N 3.4551 0.3788 1.7612
C 2.8478 1.0269 0.6050
C 2.4322 -0.0979 -0.3474
C 1.9662 -1.1885 0.6513
S 0.2367 -1.2278 1.2206
O -0.4582 -2.0910 0.3287
O 0.2132 -1.7719 2.5281
C -0.6122 0.4081 1.2079
F -0.6080 0.9966 0.0627
F -1.8827 0.1889 1.4664
F -0.1856 1.1945 2.1534
H 3.5168 0.9076 2.6088
H 3.4156 1.7964 0.0721
H 2.0237 1.6464 1.0251
H 3.3682 -0.4098 -0.8141
H 1.6501 0.1003 -1.0703
H 2.0672 -2.1753 0.1994
C 0.1727 4.5538 1.3775
Cl 1.3090 5.5622 2.2732
Cl -0.9339 5.5527 0.4322
Cl 1.0394 3.4186 0.3344
H -0.4089 3.9824 2.0882
C 4.4595 -4.1096 -1.6012
Cl 6.1039 -4.4636 -2.1231
Cl 4.4683 -3.2745 -0.0451
Cl 3.6142 -3.1439 -2.8163
H 3.9299 -5.0449 -1.4817
C 9.5378 -2.6754 -4.1982
Cl 9.4396 -1.2134 -3.2123
Cl 9.4847 -4.1162 -3.1792
Cl 8.2347 -2.7081 -5.3882
H 10.4806 -2.6688 -4.7270
C 0.9748 3.3846 -3.9552
Cl 1.1823 1.7255 -3.3899
Cl -0.1486 4.2593 -2.9197
Cl 2.5335 4.2150 -4.0221
H 0.5632 3.3528 -4.9543
C -5.4531 0.7514 -0.4202
Cl -3.8799 0.6416 0.3829
Cl -6.7292 1.0629 0.7561
Cl -5.4114 2.0127 -1.6603
H -5.6697 -0.1920 -0.9032
C -9.8879 0.5456 2.9727
Cl -9.3340 -1.0567 2.4831
Cl -10.7673 0.4825 4.5054
Cl -8.5420 1.6812 3.0806
H -10.5626 0.8956 2.2109
C 10.0600 1.2457 -0.3785
Cl 9.9714 2.7067 0.6075
Cl 10.0039 -0.1953 0.6369
Cl 8.7558 1.2175 -1.5692
H 11.0022 1.2509 -0.9088
C -1.3994 -5.4192 0.0375
Cl 0.2109 -5.4916 -0.6951
Cl -2.6350 -5.1982 -1.2020
Cl -1.7186 -6.8732 0.9865
H -1.4299 -4.5653 0.7009
C -9.1733 -2.7381 6.7166
Cl -7.5668 -2.5903 6.0048
Cl -9.8909 -4.3004 6.3156
Cl -9.1031 -2.5167 8.4670
H -9.7995 -1.9607 6.3009
C 0.8172 -2.0496 5.9496
Cl 1.0580 -3.6997 6.5239
Cl -0.1792 -1.1266 7.0803
Cl 2.3649 -1.2568 5.7067
H 0.3004 -2.0975 5.0008
C -10.5528 4.6626 1.6316
Cl -8.9256 4.7866 0.9630
Cl -11.2265 3.0554 1.3324
Cl -10.5470 5.0212 3.3585
H -11.1807 5.3890 1.1356
C -1.7946 -5.5899 4.6927
Cl -2.9832 -4.7082 5.6575
Cl -2.4865 -7.0841 4.0525
Cl -1.1798 -4.5832 3.3857
H -0.9647 -5.8440 5.3377
C 4.5011 5.6323 -6.8047
Cl 5.6436 6.6394 -5.8970
Cl 3.3860 6.6383 -7.7317
Cl 5.3428 4.4975 -7.8625
H 3.9265 5.0579 -6.0928
C -6.8109 -4.6135 -0.1397
Cl -8.0360 -3.8583 0.8848
Cl -7.5567 -5.7492 -1.2664
Cl -5.8834 -3.3892 -1.0134
H -6.1329 -5.1609 0.4924
C 8.3970 6.8652 -9.7914
Cl 9.1223 5.2673 -9.9915
Cl 7.6005 6.9932 -8.2227
Cl 9.6161 8.1292 -9.9810
H 7.6505 6.9968 -10.5622
*
```

Output
E_LUMO   0.0 eV



Record 6
Formula: C20H21Cl6CrNO5S2
Source: the Open Molecules 2025 dataset
Level of theory: ωB97M-V with the def2-TZVPD basis set

Geometry as ORCA input:
```
! RIJCOSX wB97M-V def2-TZVPD def2/J DEFGRID3
* xyz -2 5
Cr 0.1790 0.4477 0.2090
C -0.5116 -3.7056 2.3570
C -0.6197 -2.4603 1.5005
S 0.8394 -1.4643 1.4844
C -1.7323 -2.1730 0.8014
C -2.9481 -3.0647 0.8163
S -1.9042 -0.7562 -0.2407
H 0.4784 -3.7562 2.8085
H -0.6576 -4.6205 1.7740
H -1.2471 -3.7153 3.1690
H -2.8577 -3.8936 1.5192
H -3.1316 -3.4813 -0.1795
H -3.8404 -2.4885 1.0792
Cl 3.3076 -0.3512 -0.9983
C 3.2955 0.9543 0.1711
C 2.0804 1.4128 0.6579
C 2.1843 2.5084 1.5017
Cl 0.7139 3.2412 2.1137
C 3.3876 3.0929 1.8893
Cl 3.4406 4.4577 2.9625
C 4.5796 2.5670 1.4025
Cl 6.1004 3.2536 1.8745
C 4.5334 1.4889 0.5245
Cl 6.0194 0.8473 -0.1032
C -2.6902 2.2991 3.7432
C -2.1560 1.1978 4.6586
C -0.9634 0.6866 3.8533
O -1.3139 0.8739 2.4921
C -2.4791 1.6751 2.3673
H -2.0802 3.1996 3.8475
H -3.7328 2.5609 3.9321
H -2.9043 0.4092 4.7730
H -1.8711 1.5518 5.6505
H -0.7390 -0.3708 4.0048
H -0.0588 1.2653 4.0757
H -3.3208 1.0368 2.0722
H -2.3135 2.4042 1.5719
O -0.7989 3.0343 -2.9848
Cl 0.0136 2.5170 -1.9280
O 0.6068 1.2474 -2.2921
O 1.0224 3.4657 -1.5612
O -0.8389 2.2241 -0.7463
N 0.3051 -1.9388 -2.5279
C 0.3399 -1.6177 -3.8570
C -0.8507 -1.4344 -4.5774
C -0.8220 -1.1764 -5.9344
C 0.3809 -1.0915 -6.6273
C 1.5635 -1.2588 -5.9162
C 1.5500 -1.5165 -4.5577
H -0.5251 -1.6640 -2.0018
H 1.1421 -1.7477 -1.9964
H -1.7905 -1.4760 -4.0404
H -1.7592 -1.0240 -6.4596
H 0.3965 -0.8778 -7.6890
H 2.5173 -1.1749 -6.4263
H 2.4808 -1.6211 -4.0129
*
```

Output
ΔE to the lowest compared entry with this formula, charge and spin   0.64 kcal/mol
<S²>   6.0269
E_LUMO (alpha / beta)   4.2 / 4.2 eV



Record 7
Formula: C20H21Cl8GeMnNS3SbSi
Source: the Open Molecules 2025 dataset
Level of theory: ωB97M-V with the def2-TZVPD basis set

Geometry as ORCA input:
```
! RIJCOSX wB97M-V def2-TZVPD def2/J DEFGRID3
* xyz -1 4
Mn 0.6969 -0.1689 -0.5782
S -2.4893 -3.0948 2.3111
Sb -3.0797 -1.0014 1.7654
S -1.0799 0.4674 2.2328
S -1.3477 0.1073 0.1996
C 1.4628 -3.0649 -2.8469
N 0.0529 -2.7157 -2.7347
C -0.7007 -3.2564 -3.8556
C -0.5710 -3.1508 -1.4683
C 0.2986 -3.1366 -0.2308
C 0.5448 -4.3565 0.3934
C 1.2064 -4.4325 1.6066
C 1.6068 -3.2623 2.2263
C 1.4006 -2.0455 1.5943
C 0.7931 -1.9565 0.3422
H 1.8268 -2.7328 -3.8200
H 1.6299 -4.1483 -2.7503
H 2.0311 -2.5487 -2.0734
H -0.3082 -2.8459 -4.7859
H -1.7455 -2.9647 -3.7660
H -0.6446 -4.3566 -3.8881
H -0.9696 -4.1687 -1.5822
H -1.4334 -2.4960 -1.2990
H 0.1667 -5.2650 -0.0621
H 1.3754 -5.3922 2.0793
H 2.0741 -3.2814 3.2039
H 1.6985 -1.1499 2.1221
C 3.4051 1.9225 -3.5151
Si 3.9556 0.4507 -2.4830
C 5.5167 0.9202 -1.5199
C 4.2618 -1.0477 -3.5823
C 2.6908 0.0949 -1.1483
C 2.5664 0.4229 0.0689
H 4.1754 2.2165 -4.2328
H 3.1827 2.7820 -2.8802
H 2.4984 1.6826 -4.0718
H 6.3289 1.2009 -2.1957
H 5.8663 0.0947 -0.8969
H 5.3146 1.7714 -0.8657
H 5.1056 -0.8428 -4.2467
H 3.3852 -1.2465 -4.2016
H 4.4900 -1.9512 -3.0138
Cl -2.2716 -0.4324 -3.3080
Ge -0.1009 -0.2121 -2.8436
Cl -0.0973 2.1121 -2.9217
Cl 0.7157 -0.5417 -4.8906
Cl 0.8294 2.6723 0.3845
C 1.9558 2.2109 1.5965
C 2.7651 1.0943 1.3098
C 3.6773 0.6745 2.2831
Cl 4.6883 -0.6740 1.9436
C 3.7619 1.3291 3.5077
Cl 4.8955 0.8051 4.6886
C 2.9336 2.4168 3.7795
Cl 3.0110 3.2027 5.3053
C 2.0280 2.8624 2.8141
Cl 0.9981 4.1960 3.1363
*
```

Output
ΔE to the lowest compared entry with this formula, charge and spin   29.96 kcal/mol
<S²>   4.0526
E_LUMO (alpha / beta)   1.5 / 1.8 eV



Record 8
Formula: C20H21N3O2S
Source: the Open Molecules 2025 dataset
Level of theory: ωB97M-V with the def2-TZVPD basis set

Geometry as ORCA input:
```
! RIJCOSX wB97M-V def2-TZVPD def2/J DEFGRID3
* xyz 0 1
C -8.1683 -0.7684 0.3373
C -6.9206 0.0764 0.1653
O -6.9360 1.2851 0.1521
N -5.7981 -0.6891 0.0296
C -4.4708 -0.2878 -0.1515
C -4.0850 1.0488 -0.2261
C -2.7577 1.3697 -0.4190
C -1.7944 0.3727 -0.5332
C -2.1680 -0.9602 -0.4411
C -3.4995 -1.2803 -0.2593
H -3.7847 -2.3213 -0.1942
H -1.4434 -1.7558 -0.5011
S -0.1198 0.9101 -0.7690
C 0.7077 -0.5425 -1.5072
C 1.1734 -1.5305 -0.4578
O 0.6453 -2.6180 -0.3257
N 2.1784 -1.1105 0.3460
C 2.8397 0.1429 0.2103
C 2.5818 1.1619 1.1172
C 3.2445 2.3686 1.0026
C 4.1743 2.5812 -0.0087
C 4.4312 1.5497 -0.9034
C 3.7759 0.3368 -0.7974
H 3.9888 -0.4645 -1.4911
H 5.1551 1.6935 -1.6922
C 4.8651 3.9027 -0.1413
H 4.2274 4.5977 -0.6882
H 5.8004 3.8016 -0.6861
H 5.0678 4.3345 0.8361
H 3.0327 3.1603 1.7060
H 1.8512 1.0108 1.8974
C 2.6603 -1.9901 1.3914
H 2.0091 -2.8683 1.3857
H 2.5867 -1.4860 2.3609
C 4.1211 -2.4072 1.1550
C 4.2884 -2.9891 -0.1533
N 4.4178 -3.4227 -1.2023
H 4.7782 -1.5345 1.2264
H 4.4206 -3.1377 1.9102
H 1.5456 -0.1320 -2.0676
H 0.0074 -1.0299 -2.1838
H -2.4549 2.4033 -0.4858
H -4.8265 1.8247 -0.1402
H -5.9264 -1.6915 0.0603
H -9.0282 -0.1140 0.4450
H -8.3124 -1.4073 -0.5316
H -8.0814 -1.3935 1.2237
*
```

Output
ΔE to the lowest compared entry with this formula, charge and spin   29.21 kcal/mol
E_LUMO   0.6 eV
SMILES   CC(=O)Nc1ccc(SCC(=O)N(CCC#N)c2ccc(C)cc2)cc1